Entry 1:
{
  "formula": "C23H27FeN6OS2Sb",
  "method": "ωB97M-V/def2-TZVPD",
  "species": ["Fe", "C", "S", "C", "S", "N", "N", "C", "C", "C", "C", "C", "C", "N", "H", "H", "H", "H", "H", "H", "H", "H", "O", "C", "N", "C", "C", "C", "C", "C", "C", "N", "C", "C", "C", "C", "C", "N", "H", "H", "H", "H", "H", "H", "H", "H", "H", "H", "C", "Sb", "C", "C", "H", "H", "H", "H", "H", "H", "H", "H", "H"],
  "positions_angstrom": [[0.2862, -0.3201, 0.1337], [-0.8380, -1.1834, -5.3363], [0.6630, -0.4668, -4.6370], [0.4179, -0.6627, -2.9251], [1.6617, -0.0437, -1.9433], [-0.6822, -1.2690, -2.5463], [-0.7634, -1.3611, -1.1831], [-1.6728, -2.1388, -0.7166], [-1.7621, -2.2372, 0.7401], [-2.6819, -3.0457, 1.3954], [-2.6727, -3.0717, 2.7796], [-1.7489, -2.2966, 3.4640], [-0.8688, -1.5118, 2.7350], [-0.8775, -1.4799, 1.4067], [-0.7497, -1.0669, -6.4149], [-1.7146, -0.6541, -4.9748], [-0.9093, -2.2370, -5.0787], [-2.3248, -2.6916, -1.3849], [-3.3815, -3.6374, 0.8210], [-3.3765, -3.6912, 3.3194], [-1.7094, -2.2941, 4.5438], [-0.1326, -0.8799, 3.2178], [2.7677, 0.5886, 3.1999], [2.1708, 0.1691, 2.2021], [1.1621, 0.7141, 1.5375], [0.6145, 1.9402, 2.0597], [-0.8817, 1.9370, 1.9098], [-1.6995, 2.7810, 2.6565], [-3.0613, 2.7785, 2.4258], [-3.5790, 1.9302, 1.4543], [-2.7005, 1.1156, 0.7681], [-1.3868, 1.1141, 0.9902], [2.5534, -1.1679, 1.6091], [3.6340, -1.8886, 2.0900], [3.9208, -3.1139, 1.5171], [3.1193, -3.5781, 0.4825], [2.0638, -2.7944, 0.0563], [1.7832, -1.6170, 0.6117], [0.9123, 2.0920, 3.1004], [0.9894, 2.8119, 1.5022], [-1.2594, 3.4301, 3.4022], [-3.7151, 3.4285, 2.9927], [-4.6372, 1.9001, 1.2360], [-3.0522, 0.4333, 0.0007], [4.2105, -1.4599, 2.8974], [4.7600, -3.7016, 1.8660], [3.3121, -4.5274, 0.0031], [1.4256, -3.0987, -0.7644], [-0.1723, 3.2862, -3.6233], [-0.0678, 2.7307, -1.5469], [-1.1149, 4.5170, -0.8840], [1.9273, 3.4718, -1.2395], [0.0405, 4.3473, -3.7530], [-1.1675, 3.0624, -4.0063], [0.5558, 2.6947, -4.1779], [-0.5153, 5.4157, -1.0320], [-1.3818, 4.4349, 0.1711], [-2.0358, 4.6078, -1.4620], [1.9272, 4.5556, -1.1289], [2.5246, 3.1910, -2.1060], [2.3681, 3.0097, -0.3565]],
  "forces_ev_per_a": [[-0.1810, -0.7034, 0.2702], [0.0955, -0.0334, 0.0698], [-0.0029, 0.0466, -0.1672], [-0.0988, -0.0801, -0.0719], [-0.0108, 0.3660, 0.2659], [0.0483, -0.0263, 0.1852], [-0.0676, 0.0616, 0.0382], [-0.0279, 0.0197, 0.1246], [-0.0079, -0.0407, -0.2631], [0.0107, -0.0039, 0.0537], [-0.0139, -0.0143, -0.0427], [0.0261, 0.0186, -0.0066], [-0.0173, -0.0463, 0.0171], [0.0256, 0.0601, 0.1040], [0.0052, -0.0001, -0.0126], [-0.0235, -0.0081, 0.0012], [-0.0437, 0.0087, -0.0219], [-0.0273, -0.0192, 0.0481], [-0.0101, -0.0074, 0.0094], [-0.0022, -0.0012, -0.0004], [0.0165, 0.0131, 0.0000], [-0.0034, 0.0076, 0.0074], [-0.0334, 0.0318, -0.0052], [0.1541, -0.0650, 0.0530], [0.1267, 0.0261, 0.0704], [0.0242, 0.0146, -0.0781], [-0.0289, 0.0128, 0.0462], [-0.0206, 0.0058, -0.0057], [-0.0121, -0.0027, -0.0077], [0.0190, -0.0112, 0.0249], [-0.0271, -0.0424, -0.0184], [0.2265, 0.0431, -0.3973], [-0.0306, -0.0071, 0.0086], [-0.0156, 0.0168, -0.0045], [0.0008, -0.0139, -0.0044], [0.0154, -0.0045, 0.0092], [-0.0219, -0.0203, -0.0377], [0.0270, 0.0474, -0.0658], [-0.0419, -0.0103, 0.0175], [0.0464, 0.0170, 0.0288], [0.0095, -0.0025, -0.0022], [0.0022, 0.0042, -0.0004], [-0.0006, -0.0060, -0.0036], [0.0029, 0.0176, -0.0160], [0.0014, -0.0009, 0.0015], [-0.0014, -0.0029, -0.0011], [-0.0029, -0.0003, -0.0037], [0.0080, 0.0052, 0.0048], [0.1204, -0.0157, 0.0197], [-0.2739, 0.3415, -0.2438], [0.0420, -0.0123, 0.0497], [-0.0202, -0.0358, 0.0104], [0.0005, 0.0024, 0.0015], [-0.0031, 0.0210, -0.0119], [-0.0205, 0.0036, -0.0232], [0.0072, -0.0066, -0.0192], [0.0126, 0.0238, -0.0065], [-0.0082, -0.0029, 0.0056], [-0.0052, 0.0044, -0.0066], [0.0119, -0.0014, 0.0069], [0.0199, 0.0075, -0.0037]],
  "mulliken_charge": [-0.273, -0.818, 0.020, 0.459, -0.381, -1.579, 1.537, -0.695, 0.791, -1.049, -0.365, -0.959, -0.158, 0.520, 0.362, 0.227, 0.268, 0.401, 0.495, 0.428, 0.449, 0.386, -0.825, 0.075, 0.681, -1.488, 0.825, -0.898, -0.389, -1.004, -0.456, 0.422, 0.432, -0.728, -0.314, -0.837, -0.264, 0.553, 0.564, 0.114, 0.486, 0.426, 0.462, 0.405, 0.540, 0.422, 0.433, 0.387, -1.282, 0.559, -1.274, -1.357, 0.392, 0.363, 0.325, 0.428, 0.254, 0.342, 0.426, 0.393, 0.341],
  "e_tot_ev": -97873.0276,
  "de_lowest_kcal_mol": 20.6,
  "homo_ev": [-7.044, -7.120],
  "total_charge": 0,
  "fmax_ha_per_bohr": 0.0151,
  "e_lumo_ev": [-0.589, -0.593]
}

Entry 2:
{
  "formula": "C23H27IrN7S",
  "method": "ωB97M-V/def2-TZVPD",
  "species": ["Ir", "C", "C", "C", "C", "C", "C", "C", "N", "N", "C", "C", "C", "C", "C", "C", "N", "C", "C", "C", "C", "C", "C", "N", "H", "H", "H", "H", "H", "H", "H", "H", "H", "H", "H", "H", "H", "H", "H", "H", "H", "H", "H", "H", "C", "C", "C", "N", "N", "C", "N", "S", "H", "H", "H", "H", "H", "H", "H"],
  "positions_angstrom": [[-0.0429, -0.0970, -0.0762], [-2.5680, -0.0410, 1.5877], [-1.8791, 0.1098, 2.9174], [-0.4539, 0.5801, 2.9150], [0.0703, 1.0412, 4.1119], [1.4064, 1.3861, 4.2263], [2.2282, 1.2561, 3.1068], [1.6702, 0.8280, 1.9369], [0.3424, 0.5006, 1.8140], [-1.8364, -0.8790, 0.5660], [-1.6544, -2.2857, 1.0578], [-0.3151, -2.8538, 0.6821], [-0.0104, -4.1874, 0.8580], [1.2628, -4.6418, 0.5369], [2.2050, -3.7485, 0.0262], [1.8457, -2.4368, -0.1495], [0.6123, -1.9912, 0.1994], [-2.6463, -0.8094, -0.7005], [-2.5537, 0.6156, -1.2029], [-3.5583, 1.2884, -1.8583], [-3.3435, 2.6130, -2.2400], [-2.1322, 3.2276, -1.9442], [-1.1532, 2.5035, -1.2945], [-1.3714, 1.2266, -0.9288], [-2.7346, 0.9377, 1.1451], [-3.5441, -0.5094, 1.7343], [-1.9242, -0.8053, 3.5148], [-2.4711, 0.8300, 3.4876], [-0.5881, 1.1150, 4.9685], [1.8031, 1.7430, 5.1693], [3.2826, 1.4944, 3.1440], [2.2665, 0.7340, 1.0420], [-2.4671, -2.9114, 0.6832], [-1.7337, -2.2855, 2.1441], [-0.7587, -4.8679, 1.2453], [1.5170, -5.6862, 0.6741], [3.2030, -4.0730, -0.2367], [2.5295, -1.7034, -0.5545], [-3.6798, -1.0994, -0.5030], [-2.2220, -1.5176, -1.4161], [-4.5017, 0.7979, -2.0628], [-4.1239, 3.1615, -2.7537], [-1.9461, 4.2601, -2.2085], [-0.1951, 2.9337, -1.0354], [3.6339, 2.3715, -0.4885], [3.3032, 2.1822, -1.9610], [2.2842, 1.1388, -2.2737], [1.4001, 0.5894, -1.4951], [0.5447, -0.2853, -2.1133], [0.7667, -0.4289, -3.4108], [0.1018, -1.2106, -4.2394], [2.1183, 0.5566, -3.9038], [4.3462, 3.1888, -0.3922], [4.1035, 1.4818, -0.0650], [2.7523, 2.6475, 0.0928], [4.2038, 1.9510, -2.5361], [2.9264, 3.1176, -2.3920], [-0.6704, -1.7812, -3.9323], [0.3492, -1.2725, -5.2185]],
  "forces_ev_per_a": [[-0.3042, 0.3077, -0.0560], [0.0131, -0.0446, 0.0006], [0.0563, -0.0174, 0.0345], [-0.0297, -0.0551, 0.0237], [-0.0126, 0.0076, -0.0044], [0.0214, 0.0028, -0.0179], [0.0007, 0.0154, 0.0228], [-0.0341, 0.0485, -0.0113], [0.0298, 0.0448, -0.0539], [0.0462, -0.0656, -0.0408], [-0.0593, -0.0630, -0.0139], [-0.0147, -0.0333, -0.0531], [-0.0284, 0.0090, 0.0029], [0.0302, 0.0050, -0.0096], [-0.0009, -0.0468, 0.0009], [-0.0327, 0.0400, 0.0516], [0.2747, 0.0653, -0.0322], [-0.0518, 0.1807, -0.0488], [0.0271, -0.0628, 0.0222], [0.0133, -0.0371, 0.0126], [0.0371, 0.0317, 0.0015], [-0.0455, 0.0011, -0.0173], [-0.0318, -0.0190, 0.0276], [0.0952, 0.0427, 0.0813], [-0.0212, -0.0086, -0.0297], [0.0031, -0.0040, 0.0138], [0.0018, -0.0093, -0.0131], [-0.0020, -0.0109, 0.0110], [0.0002, -0.0026, -0.0008], [0.0018, -0.0028, 0.0010], [-0.0005, 0.0023, -0.0003], [-0.0067, -0.0035, 0.0073], [0.0037, 0.0062, -0.0135], [-0.0238, -0.0017, -0.0040], [-0.0039, 0.0043, -0.0008], [0.0018, 0.0005, -0.0008], [-0.0002, 0.0002, 0.0025], [-0.0013, 0.0046, 0.0139], [0.0037, 0.0030, 0.0095], [-0.0073, -0.0086, 0.0098], [-0.0014, 0.0020, 0.0016], [0.0013, 0.0030, 0.0012], [-0.0019, -0.0009, -0.0027], [0.0013, -0.0029, -0.0057], [-0.0114, 0.0180, -0.0029], [0.0066, 0.0123, 0.0049], [-0.0845, -0.0119, -0.0375], [0.2637, -0.2187, 0.0177], [-0.1788, -0.1554, 0.0887], [0.0569, 0.0355, 0.0646], [-0.0285, 0.0358, -0.0126], [-0.0054, -0.0021, -0.0425], [0.0150, -0.0137, 0.0055], [-0.0136, -0.0102, 0.0015], [0.0038, 0.0258, -0.0173], [0.0114, -0.0098, 0.0190], [0.0008, -0.0078, -0.0121], [0.0178, -0.0240, 0.0003], [-0.0014, -0.0017, -0.0010]],
  "lowdin_spin": [0.677, 0.000, 0.000, 0.007, 0.009, 0.041, 0.001, 0.021, 0.039, -0.009, 0.001, 0.013, 0.003, 0.027, 0.005, 0.014, 0.052, 0.000, 0.004, 0.001, 0.011, 0.004, 0.015, 0.048, 0.000, 0.000, 0.000, 0.000, 0.000, 0.002, 0.000, 0.000, 0.000, 0.000, 0.000, 0.001, 0.000, 0.001, 0.000, 0.000, 0.000, 0.000, 0.001, 0.001, 0.000, 0.001, 0.005, -0.001, -0.003, 0.003, 0.008, -0.002, 0.000, 0.000, 0.000, 0.000, 0.000, 0.000, 0.000],
  "e_tot_ev": -48353.6794,
  "de_lowest_kcal_mol": 0.0,
  "multiplicity": 2,
  "homo_ev": [-21.584, -21.555],
  "total_charge": 4,
  "fmax_ha_per_bohr": 0.0085,
  "e_lumo_ev": [-13.107, -15.874]
}